1.
ORCA calculation (ωB97M-V/def2-TZVPD) on a molecular structure, C12H13NPPt at a distorted geometry.

XYZ file:
```
28
Properties=species:S:1:pos:R:3:forces:R:3
C -0.297 1.734 -3.582 4.1387 2.0431 -3.2941
C 1.046 2.571 -3.485 -0.4823 -0.5820 -2.3544
C 1.172 3.237 -2.219 -0.8237 1.4196 -2.8735
C -0.058 3.006 -1.688 -4.9705 1.4622 3.2149
C -0.983 1.937 -2.453 0.0143 3.9559 4.4611
Pt 0.889 0.971 -1.955 1.9696 -2.6233 0.4658
P 2.120 -0.914 -1.914 -0.5597 0.6939 -0.3153
H -0.460 1.278 -4.539 -0.4795 -0.5108 0.1214
H 1.620 2.878 -4.395 -0.2567 -0.9278 0.9308
H 1.755 4.159 -2.013 -0.1390 -1.1371 -0.0508
H -1.880 1.593 -1.920 0.3800 0.0956 -0.9809
H -0.469 3.792 -0.913 0.6055 -2.2769 -0.9264
H 3.096 -0.971 -0.837 -0.6934 -0.8514 -0.6914
H 2.902 -1.129 -3.063 0.1883 -0.5955 0.2434
H 1.176 -2.036 -1.929 1.4734 0.3080 0.4139
N 0.449 0.393 0.018 -1.0768 -0.9950 2.9605
C -0.033 -0.157 0.948 -1.1902 -1.8036 1.3271
C -0.636 -1.002 2.065 1.2833 1.6038 -2.3692
C 0.097 -1.078 3.279 0.4734 -0.5035 1.7676
C -0.207 -2.020 4.304 0.0924 1.7577 -1.8070
C -1.350 -2.865 4.094 -0.4701 -0.8415 0.6078
C -2.183 -2.768 2.923 0.9705 1.8489 -0.8830
C -1.823 -1.813 1.918 -1.0564 -0.8692 0.2964
H 0.884 -0.301 3.364 -0.2788 -0.8574 0.3665
H 0.404 -1.997 5.242 -0.8058 -0.2280 -0.9521
H -1.640 -3.566 4.907 0.1960 0.4714 -0.7046
H -3.134 -3.351 2.814 1.1073 0.5687 0.1770
H -2.456 -1.580 1.029 0.3904 -0.6257 0.8484
```
Forces are in eV/Å.

Its HOMO energy (spin up / spin down) is -0.0289 / -0.1458 Ha. As for the molecular weight: 397.3 g/mol. Its spin multiplicity is 3. The value obtained for the HOMO-LUMO gap (spin up / spin down) is 3.6 / 6.7 eV. As for the net charge: -1.

=====

2.
ORCA calculation (ωB97M-V/def2-TZVPD) on a molecular structure, C20H23I2IrN5O3PS2 at a distorted geometry.

XYZ file:
```
57
Properties=species:S:1:pos:R:3:forces:R:3
Ir 7.788 10.615 13.220 1.9547 1.9263 -1.2843
I 6.059 6.772 16.845 0.2846 -0.1460 -0.2085
C 5.949 8.827 16.718 -1.9858 0.0714 3.2752
C 5.178 9.478 17.713 0.4535 -2.5505 -1.4023
C 4.872 10.823 17.634 0.4712 0.0041 0.3102
I 4.263 11.634 19.417 -0.5096 0.3950 0.4631
C 5.276 11.617 16.559 0.3844 -0.4275 0.3213
C 5.157 12.992 16.533 -0.5803 0.9330 -0.1264
C 5.777 13.717 15.492 -0.5652 -0.1717 -0.4282
C 6.356 13.043 14.462 -0.5087 -0.3669 1.5753
N 6.485 11.668 14.508 -0.4104 0.6724 0.4595
C 6.042 10.960 15.559 0.1303 -0.0466 0.0386
C 6.528 9.574 15.702 0.8796 2.4087 -2.4408
O 7.436 9.180 14.886 -1.2687 -1.3760 1.5614
H 4.693 8.862 18.466 0.2906 0.1354 -0.0036
H 4.490 13.541 17.198 0.3509 -0.3739 0.1237
H 5.593 14.776 15.511 0.3955 0.3575 -0.3991
H 6.749 13.513 13.602 0.3863 0.4084 -0.6686
C 9.144 12.596 7.037 0.6477 0.7638 0.6571
C 8.213 12.627 8.239 0.3337 -0.3655 -1.1366
O 8.577 11.469 9.028 0.5166 1.0405 -1.1699
P 8.983 11.780 10.505 -1.2815 -2.3846 3.1030
S 9.430 9.955 11.375 0.5260 1.4858 -1.0920
S 7.233 12.362 11.406 0.8066 0.8379 -0.8699
O 10.128 12.893 10.519 -0.4947 0.4026 0.5790
C 10.133 13.878 11.676 -0.5691 -1.3679 -0.2665
C 9.597 15.175 11.141 -1.2579 -0.4508 0.4504
H 8.760 13.313 6.325 0.0188 0.1124 -0.5309
H 9.218 11.598 6.607 -0.0665 0.0854 -0.0233
H 10.151 12.952 7.361 -0.6189 -0.4567 -0.3353
H 7.180 12.466 7.895 0.1832 0.2551 0.4719
H 8.348 13.606 8.751 -0.4065 -0.8678 0.0334
H 11.183 13.975 11.880 0.3767 -0.2137 0.4736
H 9.540 13.421 12.542 0.9422 0.7630 -1.1900
H 10.155 15.447 10.251 0.1083 0.3663 0.0480
H 9.603 15.931 11.942 0.2187 -0.0489 -0.4519
H 8.538 14.993 10.872 0.4220 0.2896 0.0212
N 9.241 11.042 14.428 3.1585 0.2847 2.5578
C 10.013 10.675 15.250 -1.1401 0.3264 -1.4227
N 10.919 10.442 16.075 1.1476 -0.8847 1.0630
C 11.257 9.446 16.879 0.7958 -0.7173 2.5952
N 11.670 8.762 17.769 -1.2861 1.7404 -3.0537
C 6.461 8.753 9.362 0.7562 0.7123 0.3683
C 5.286 8.505 10.386 0.6964 -0.6311 -1.7244
C 5.137 6.956 10.504 0.1997 0.1644 1.1532
C 4.052 9.224 9.716 0.0580 0.1506 2.0413
C 5.764 9.043 11.697 -1.3848 -0.0441 -1.5823
N 6.383 9.653 12.464 -2.6518 -2.7526 -0.7686
H 6.307 8.256 8.398 -0.5807 0.3001 0.0024
H 7.427 8.331 9.683 -0.3852 0.2395 0.3947
H 6.635 9.863 9.242 -0.2354 -1.2301 -0.0297
H 4.936 6.520 9.532 0.0414 -0.0008 -0.2425
H 4.315 6.645 11.188 0.5338 0.3299 -0.3568
H 6.102 6.539 10.907 -0.9715 0.3078 -0.4175
H 3.701 8.759 8.805 0.4112 -0.3592 -0.2840
H 4.361 10.252 9.517 -0.1845 -0.0384 -0.0839
H 3.172 9.257 10.388 0.4633 0.0023 -0.1475
```
Forces are in eV/Å.

Its HOMO energy (spin up / spin down) is -0.0676 / -0.1699 Ha. As for the molecular weight: 922.6 g/mol. Its spin multiplicity is 6. The value obtained for the HOMO-LUMO gap (spin up / spin down) is 4.0 / 5.0 eV. As for the net charge: -1.

=====

3.
ORCA calculation (ωB97M-V/def2-TZVPD) on a single C2H6N2 molecule at a distorted geometry.

XYZ file:
```
10
Properties=species:S:1:pos:R:3:forces:R:3
C 1.250 -0.236 -0.083 2.7357 -0.0003 0.9787
N -0.049 -0.344 0.523 0.7493 1.8511 2.1638
C -0.988 0.610 0.011 0.8907 1.9678 -1.1505
N -1.106 -0.810 -0.253 -0.3889 0.1018 -2.9866
H 1.808 -1.148 0.346 -0.3745 1.3920 -1.2290
H 1.366 -0.108 -1.189 -0.6384 -0.5981 0.6355
H 1.806 0.720 0.329 -1.2946 -1.8730 -0.3981
H -0.524 1.368 -0.787 -1.5325 -1.9230 1.5219
H -1.747 0.993 0.708 0.6297 0.2512 -0.3065
H -1.815 -1.043 0.395 -0.7764 -1.1695 0.7708
```
Forces are in eV/Å.

Its HOMO energy is -0.3437 Ha. As for the molecular weight: 58.1 g/mol. The structure (SMILES) is CN1CN1. The value obtained for the HOMO-LUMO gap is 10.5 eV. As for the net charge: 0.

=====

4.
ORCA calculation (ωB97M-V/def2-TZVPD) on 13 unconnected molecules or ions with the total composition H26O13 at a distorted geometry.

XYZ file:
```
39
Properties=species:S:1:pos:R:3:forces:R:3
O 3.536 0.868 0.887 2.0292 -0.4010 0.4155
H 2.816 1.222 0.380 0.2453 0.2210 -0.7956
H 4.302 1.445 0.659 -0.9720 -0.7637 0.1168
O -0.185 -0.698 0.575 -0.5905 2.4381 -0.4287
H 0.215 -1.519 0.473 1.1102 -2.3727 -0.2243
H -0.885 -0.768 1.219 -0.2100 0.1814 0.0927
O -0.280 0.428 -1.854 -0.4096 0.2350 -1.2748
H -0.957 0.058 -1.293 -0.4685 -0.2865 0.7303
H 0.236 0.923 -1.236 0.6368 0.4927 0.5859
O 0.314 -1.850 2.955 -0.2585 -2.6422 -1.4702
H -0.114 -2.485 2.269 0.9532 1.5579 1.8245
H 1.148 -2.346 3.115 -0.6846 0.6635 0.1419
O 1.467 1.748 2.117 -0.0066 1.2660 1.8931
H 2.156 1.622 2.811 -0.7889 0.2402 -0.8717
H 1.669 1.053 1.522 -0.2597 -1.2479 -0.3948
O -2.218 0.487 2.702 1.5226 -0.9549 -2.1038
H -1.663 -0.203 3.082 -0.3007 0.3806 0.7805
H -2.837 0.858 3.279 -1.0883 0.4403 1.7836
O 1.872 -1.137 -2.714 2.3435 -2.3104 -0.9798
H 1.777 -0.488 -2.072 -0.6521 1.8112 1.5582
H 1.085 -1.188 -3.208 -1.4701 0.2496 -0.6601
O 1.858 -3.381 -0.007 -1.3111 -1.7046 0.2920
H 1.709 -3.424 -0.963 0.5241 0.8758 0.3522
H 2.317 -2.634 0.332 0.7472 1.0819 -0.5955
O -1.856 -2.319 -2.222 1.7730 0.2541 1.2445
H -2.199 -2.034 -1.347 -0.2328 -0.4377 -0.6685
H -1.132 -1.634 -2.258 -0.8555 -1.1773 -0.4859
O 2.638 2.507 -0.916 0.3445 0.2656 -1.9699
H 2.476 3.033 -0.149 -0.2800 0.9699 0.8364
H 3.030 3.097 -1.601 -0.5448 -0.6525 0.8251
O -2.816 0.013 0.057 1.6120 -1.3845 2.8081
H -3.376 -0.273 0.794 0.4580 0.3797 -0.0076
H -3.393 0.323 -0.570 -2.1852 0.8994 -2.5863
O -3.074 -0.308 -2.457 -2.1163 0.0754 2.1459
H -3.254 -0.966 -3.104 0.4701 -0.0447 -1.2479
H -2.647 0.491 -2.636 0.9340 1.4344 -1.6777
O -1.576 3.276 0.385 0.4357 2.2851 3.5055
H -1.172 2.696 -0.230 1.1140 -0.9179 -0.2786
H -0.985 3.505 1.226 -1.5676 -1.4003 -3.2111
```
Forces are in eV/Å.

Its HOMO energy is -0.3742 Ha. As for the molecular weight: 234.2 g/mol. The value obtained for the HOMO-LUMO gap is 10.2 eV. As for the net charge: 0.